No. 1
C4H23NO10 | ωB97M-V/def2-TZVPD

Properties
* DFT total energy: -26485.463 eV
* molecular weight: 245.23 g/mol
* net charge: 0
* orbital gap: 9.479 eV
* SMILES string: O=CNC(CO)CO.O.O.O.O.O.O.O
* energy relative to the best compared isomer or geometry (same formula, charge and spin): 281.0 kJ/mol

Last column: natural (NBO) charge in e.
Geometry (Å):
O: -0.497 -3.539 -1.184  -0.634
C: 0.279 -2.598 -1.288  0.521
N: -0.136 -1.309 -1.306  -0.638
C: 0.915 -0.277 -1.316  -0.105
C: 0.136 1.056 -1.194  -0.092
O: 1.036 2.172 -1.129  -0.781
C: 1.987 -0.297 -0.235  -0.106
O: 1.702 -1.234 0.820  -0.721
H: 1.321 -2.907 -1.186  0.150
H: -1.054 -0.919 -1.160  0.440
H: 1.375 -0.264 -2.304  0.205
H: -0.442 1.159 -2.113  0.189
H: -0.635 1.056 -0.418  0.178
H: 0.604 2.892 -1.627  0.512
H: 2.910 -0.670 -0.701  0.207
H: 2.227 0.630 0.297  0.195
H: 1.099 -0.792 1.399  0.455
H: -0.210 2.776 0.532  0.479
H: -1.034 2.553 1.722  0.468
O: -1.077 3.048 0.868  -0.950
H: 0.571 1.856 3.905  0.472
H: -0.575 0.754 3.866  0.479
O: -0.008 1.311 4.410  -0.957
H: -1.859 3.125 -1.667  0.488
H: -1.232 4.398 -2.037  0.481
O: -1.171 3.450 -2.266  -0.951
H: -1.648 -0.879 3.304  0.504
H: -0.585 -1.578 2.376  0.510
O: -1.032 -0.726 2.562  -0.980
H: -2.833 -2.813 0.862  0.493
H: -1.808 -3.759 1.501  0.480
O: -2.569 -3.165 1.700  -0.976
H: 4.485 1.733 -2.794  0.495
H: 3.023 1.535 -1.955  0.503
O: 3.864 1.215 -2.261  -1.001
H: -1.863 -0.775 1.016  0.498
H: -3.288 -0.404 0.605  0.477
O: -2.497 -0.806 0.273  -0.987

No. 2
C3H2Br3F4N3 | ωB97M-V/def2-TZVPD

Properties
* DFT total energy: -228603.080 eV
* molecular weight: 395.77 g/mol
* net charge: 0
* orbital gap (spin up / spin down): 7.533 / 7.535 eV
* energy relative to the best compared isomer or geometry (same formula, charge and spin): 349.2 kJ/mol

Last column: natural (NBO) charge in e.
Geometry (Å):
C: -0.775 1.549 -0.199  0.029
C: -0.378 -1.267 -0.378  0.574
C: 1.201 0.300 0.592  0.615
N: -1.385 -0.561 -0.899  -0.763
N: 0.113 1.183 0.747  -0.122
N: 0.934 -0.670 -0.452  -0.139
F: -0.753 -1.547 0.940  -0.395
F: 1.510 -0.216 1.816  -0.288
F: -0.592 1.143 1.966  -0.167
F: 1.886 -1.677 -0.453  -0.186
Br: -0.089 2.224 -1.779  0.216
Br: -0.371 -3.162 -1.203  -0.059
Br: 2.793 1.398 -0.113  0.008
H: -1.799 2.015 -0.045  0.295
H: -2.295 -0.713 -0.540  0.380

No. 3
C27H27Cl8NO2 | ωB97M-V/def2-TZVPD

Properties
* DFT total energy: -134195.446 eV
* molecular weight: 681.14 g/mol
* net charge: 0
* orbital gap: 8.770 eV
* energy relative to the best compared isomer or geometry (same formula, charge and spin): 234.9 kJ/mol

Last column: natural (NBO) charge in e.
Geometry (Å):
C: 1.842 19.517 12.850  -0.241
Cl: 0.968 18.077 13.018  0.112
Cl: 3.477 19.302 13.362  0.072
Cl: 1.947 19.958 11.131  0.033
Cl: 1.133 20.975 13.680  0.025
C: 1.239 24.716 22.294  -0.188
Cl: -0.507 24.820 22.222  0.047
Cl: 1.622 25.700 23.810  0.037
Cl: 1.374 22.904 22.451  0.025
Cl: 2.014 25.292 20.793  0.079
C: 3.281 21.230 18.179  -0.495
N: 4.491 22.121 17.972  0.536
O: 4.641 22.596 16.867  -0.363
O: 5.263 22.180 18.922  -0.383
H: 2.779 21.406 19.130  0.239
H: 3.750 20.259 18.338  0.232
H: 2.670 21.229 17.277  0.234
C: 9.236 24.265 22.103  -0.207
C: 8.050 24.321 22.821  -0.216
C: 7.967 24.251 24.193  -0.210
C: 9.226 24.154 24.891  -0.214
C: 10.403 24.065 24.170  -0.221
C: 10.415 24.086 22.758  -0.209
H: 9.168 24.413 21.035  0.217
H: 7.116 24.524 22.318  0.210
H: 7.015 24.259 24.702  0.217
H: 9.326 24.088 25.964  0.212
H: 11.414 23.943 24.531  0.211
H: 11.394 24.061 22.302  0.210
C: 10.138 24.735 15.307  -0.227
C: 9.323 23.606 15.526  -0.192
C: 9.529 22.746 16.584  -0.229
C: 10.470 23.166 17.497  -0.194
C: 11.267 24.293 17.389  -0.228
C: 11.092 25.099 16.254  -0.204
H: 10.102 25.184 14.325  0.213
H: 8.613 23.362 14.749  0.205
H: 8.858 21.902 16.634  0.224
H: 10.606 22.580 18.394  0.205
H: 11.907 24.698 18.159  0.216
H: 11.693 25.995 16.200  0.210
C: 3.195 27.466 12.169  -0.209
C: 2.336 26.982 11.163  -0.214
C: 2.613 25.703 10.701  -0.216
C: 3.539 24.914 11.328  -0.217
C: 4.225 25.332 12.470  -0.200
C: 4.099 26.637 12.866  -0.218
H: 2.958 28.442 12.568  0.207
H: 1.494 27.485 10.712  0.218
H: 2.044 25.243 9.907  0.209
H: 3.814 23.973 10.876  0.210
H: 4.947 24.759 13.033  0.215
H: 4.625 27.008 13.734  0.216
C: 6.911 17.036 24.456  -0.216
C: 6.518 18.383 24.521  -0.211
C: 6.066 18.977 23.311  -0.205
C: 5.822 18.188 22.154  -0.215
C: 6.210 16.833 22.156  -0.211
C: 6.719 16.260 23.342  -0.216
H: 7.351 16.626 25.353  0.211
H: 6.566 19.061 25.360  0.220
H: 5.656 19.977 23.304  0.210
H: 5.340 18.614 21.287  0.210
H: 5.891 16.148 21.385  0.210
H: 6.969 15.210 23.361  0.214

No. 4
C29H51BBrF4GeMoOSiTe | ωB97M-V/def2-TZVPD

Properties
* DFT total energy: -188080.775 eV
* molecular weight: 906.67 g/mol
* net charge: +1
* orbital gap (spin up / spin down): 7.553 / 7.517 eV
* energy relative to the best compared isomer or geometry (same formula, charge and spin): 8.9 kJ/mol

Last column: Löwdin charge in e.
Geometry (Å):
Mo: 0.217 -0.019 -0.122  1.207
C: 0.839 -2.015 2.221  -0.096
O: 0.659 -1.352 0.982  -0.508
H: -0.125 -2.404 2.548  0.083
H: 1.221 -1.309 2.957  0.072
H: 1.550 -2.827 2.080  0.100
Te: -2.327 -0.501 -0.980  1.545
C: -2.173 -1.597 -2.768  -0.496
C: -1.636 -2.878 -2.806  -0.125
C: -1.546 -3.536 -4.022  -0.063
C: -1.976 -2.912 -5.186  -0.062
C: -2.505 -1.632 -5.139  -0.063
C: -2.609 -0.966 -3.925  -0.141
C: -2.918 -2.036 0.328  -0.499
C: -2.070 -3.092 0.649  -0.161
C: -2.520 -4.092 1.497  -0.066
C: -3.801 -4.030 2.028  -0.059
C: -4.638 -2.971 1.712  -0.062
C: -4.201 -1.968 0.858  -0.131
H: -1.298 -3.367 -1.903  0.086
H: -1.136 -4.537 -4.062  0.112
H: -1.901 -3.430 -6.133  0.112
H: -2.842 -1.148 -6.046  0.114
H: -3.025 0.032 -3.889  0.095
H: -1.068 -3.135 0.243  0.082
H: -1.870 -4.922 1.743  0.115
H: -4.148 -4.812 2.691  0.114
H: -5.637 -2.925 2.125  0.114
H: -4.860 -1.147 0.608  0.098
C: 2.508 3.934 3.667  -0.073
C: 1.760 2.636 3.309  -0.611
C: 2.205 2.190 1.908  -0.127
C: 2.219 1.538 4.279  -0.091
Si: -0.128 2.935 3.406  0.584
Br: -1.075 1.144 2.195  0.543
C: -0.748 4.467 2.448  -0.619
C: 0.066 4.682 1.162  -0.088
C: -2.218 4.343 2.014  -0.107
C: -0.607 5.722 3.330  -0.078
C: -0.885 2.680 5.146  -0.630
C: -2.369 3.078 5.171  -0.099
C: -0.140 3.567 6.162  -0.078
C: -0.818 1.223 5.633  -0.112
H: 3.582 3.725 3.688  0.095
H: 2.233 4.320 4.650  0.077
H: 2.346 4.724 2.934  0.067
H: 3.296 2.108 1.883  0.099
H: 1.898 2.870 1.117  0.049
H: 1.809 1.193 1.679  0.018
H: 3.283 1.344 4.114  0.096
H: 1.681 0.601 4.118  0.057
H: 2.100 1.821 5.323  0.071
H: 0.045 3.805 0.513  0.050
H: 1.104 4.950 1.358  0.071
H: -0.379 5.510 0.603  0.100
H: -2.360 3.535 1.299  0.041
H: -2.504 5.273 1.514  0.096
H: -2.905 4.195 2.842  0.062
H: 0.409 5.879 3.692  0.073
H: -1.277 5.702 4.190  0.069
H: -0.877 6.598 2.732  0.095
H: -2.522 4.139 4.982  0.067
H: -2.769 2.865 6.166  0.093
H: -2.960 2.506 4.452  0.076
H: -0.148 4.622 5.886  0.073
H: 0.896 3.261 6.306  0.067
H: -0.639 3.482 7.131  0.095
H: -1.380 0.550 4.984  0.048
H: -1.272 1.173 6.627  0.092
H: 0.198 0.846 5.723  0.059
F: -1.193 1.943 -3.077  0.221
B: -1.106 2.985 -2.256  -0.979
F: 0.071 1.742 -0.754  -0.480
F: -2.097 3.205 -1.411  0.247
F: -0.145 3.868 -2.409  0.279
C: 3.046 2.037 -1.960  -0.207
Ge: 3.006 0.084 -1.975  0.743
C: 3.884 -0.583 -3.585  -0.215
C: 3.910 -0.631 -0.385  -0.219
C: 1.135 -0.571 -1.920  -0.438
H: 4.053 2.382 -2.199  0.027
H: 2.769 2.443 -0.986  -0.006
H: 2.359 2.447 -2.701  0.023
H: 4.908 -0.208 -3.628  0.024
H: 3.356 -0.240 -4.475  0.023
H: 3.914 -1.672 -3.597  0.022
H: 4.954 -0.314 -0.370  0.026
H: 3.887 -1.721 -0.391  0.023
H: 3.448 -0.284 0.544  -0.012
H: 1.134 -1.664 -2.002  0.009
H: 0.562 -0.200 -2.777  0.001

No. 5
C2H37N2O15 | ωB97M-V/def2-TZVPD

Properties
* DFT total energy: -36363.482 eV
* molecular weight: 329.32 g/mol
* net charge: 0
* 2S+1: 2
* orbital gap (spin up / spin down): 3.150 / 7.257 eV
* energy relative to the best compared isomer or geometry (same formula, charge and spin): 0.0 kJ/mol

Last column: natural (NBO) charge in e.
Geometry (Å):
C: -0.217 -0.098 -0.986  -0.429
N: 1.351 1.709 -3.640  -0.856
C: 0.379 1.016 -2.993  0.031
N: 0.542 0.906 -1.657  -0.659
H: 0.320 -0.195 -0.010  0.179
H: -0.142 -1.183 -1.436  0.210
H: -1.243 0.174 -0.740  0.160
H: 2.159 2.166 -3.361  0.387
H: 1.699 1.413 -4.525  0.359
H: -0.412 0.547 -3.562  0.191
H: 1.420 1.141 -1.283  0.414
H: 1.565 0.282 3.333  0.514
H: 2.772 0.790 4.101  0.496
O: 2.543 0.471 3.220  -0.970
H: 2.510 -0.793 -1.660  0.495
H: 1.796 -1.044 -3.016  0.460
O: 2.571 -0.699 -2.617  -0.978
H: 3.523 0.204 0.542  0.501
H: 2.200 -0.499 0.802  0.457
O: 2.877 -0.500 0.126  -1.001
H: -0.386 0.174 1.251  0.482
H: -1.377 -0.901 1.934  0.500
O: -0.431 -0.659 1.722  -1.022
H: -2.402 -2.535 -0.190  0.548
H: -3.626 -3.333 0.463  0.494
O: -3.270 -2.492 0.209  -0.991
H: -1.784 3.026 2.578  0.482
H: -1.669 1.684 1.868  0.489
O: -1.186 2.264 2.404  -0.961
H: 2.227 -2.646 1.340  0.499
H: 1.375 -1.764 2.340  0.494
O: 1.380 -2.591 1.786  -0.964
H: -3.162 -0.482 2.738  0.477
H: -3.140 -1.325 1.331  0.512
O: -3.019 -0.413 1.783  -1.010
H: -3.151 0.841 -3.883  0.478
H: -3.285 0.800 -2.248  0.507
O: -2.668 0.672 -3.050  -1.000
H: -0.203 -3.977 0.053  0.464
H: -0.132 -2.787 1.010  0.516
O: -0.491 -3.062 0.080  -0.996
H: -2.284 -0.933 -2.536  0.510
H: -2.736 -2.483 -3.010  0.485
O: -2.232 -1.860 -2.482  -1.021
H: 4.701 1.396 1.723  0.469
H: 3.167 1.344 2.033  0.506
O: 3.815 1.589 1.332  -0.960
H: 0.638 2.716 4.162  0.477
H: -0.234 1.513 3.902  0.502
O: 0.622 1.769 4.322  -0.985
H: 3.820 2.238 -1.184  0.501
H: 2.699 3.455 -1.040  0.490
O: 2.961 2.591 -1.121  -0.983
H: -4.808 0.579 -0.446  0.491
H: -3.822 -0.541 -0.774  0.510
O: -4.120 0.325 -1.037  -0.953

No. 6
C32H33CdN5O3S4 | ωB97M-V/def2-TZVPD

Properties
* DFT total energy: -95217.604 eV
* molecular weight: 776.33 g/mol
* net charge: 0
* orbital gap: 7.509 eV
* energy relative to the best compared isomer or geometry (same formula, charge and spin): 102.7 kJ/mol

Last column: Löwdin charge in e.
Geometry (Å):
Cd: 0.493 -0.103 0.202  1.480
O: 0.782 -3.295 4.948  0.048
C: 1.289 -4.054 3.952  -0.274
C: 1.724 -5.339 4.267  -0.018
C: 2.214 -6.169 3.276  -0.086
C: 2.265 -5.746 1.949  -0.093
C: 1.873 -4.457 1.640  -0.030
C: 1.399 -3.597 2.631  -0.090
C: 1.174 -2.170 2.278  -0.457
O: 1.895 -1.614 1.425  -0.071
N: 0.188 -1.536 2.978  0.020
N: 0.006 -0.313 2.464  -0.119
C: -0.580 0.621 3.092  -0.107
C: -0.627 1.941 2.436  -0.277
C: -1.227 3.023 3.070  -0.019
C: -1.182 4.271 2.472  -0.050
C: -0.555 4.407 1.245  -0.055
C: -0.010 3.277 0.664  -0.179
N: -0.031 2.076 1.240  0.024
H: 0.420 -2.479 4.545  0.063
H: 1.659 -5.667 5.298  0.116
H: 2.561 -7.161 3.540  0.102
H: 2.634 -6.409 1.175  0.098
H: 1.926 -4.082 0.623  0.110
H: -0.968 0.498 4.100  0.127
H: -1.712 2.874 4.027  0.115
H: -1.633 5.127 2.958  0.113
H: -0.496 5.362 0.741  0.110
H: 0.453 3.329 -0.314  0.081
C: -1.922 -1.595 -2.206  -0.203
C: -1.920 -2.248 -0.811  -0.181
N: -1.751 -1.272 0.272  -0.127
C: -2.947 -0.520 0.659  -0.261
C: -3.517 0.511 -0.321  -0.450
S: -2.423 1.809 -0.979  0.876
C: -2.422 1.435 -2.755  -0.448
C: -1.252 0.548 -3.215  -0.278
N: -0.975 -0.502 -2.267  -0.118
H: -1.716 -2.373 -2.950  0.116
H: -2.920 -1.215 -2.424  0.096
H: -2.842 -2.825 -0.683  0.118
H: -1.075 -2.937 -0.749  0.116
H: -1.454 -1.777 1.102  0.080
H: -3.775 -1.211 0.868  0.120
H: -2.706 -0.009 1.593  0.093
H: -3.987 0.027 -1.175  0.060
H: -4.303 1.038 0.219  0.067
H: -3.389 0.983 -2.988  0.066
H: -2.387 2.401 -3.260  0.067
H: -1.487 0.178 -4.224  0.122
H: -0.354 1.161 -3.295  0.065
H: -0.019 -0.839 -2.332  0.039
O: 1.449 -1.150 -1.362  -0.391
C: 2.581 -0.718 -2.051  -0.609
C: 2.296 0.662 -2.660  -0.491
C: 2.028 1.817 -1.979  -0.200
C: 1.718 2.917 -2.832  -0.192
C: 1.761 2.573 -4.149  -0.409
S: 2.180 0.926 -4.352  1.084
C: 3.836 -0.677 -1.168  -0.454
C: 4.329 -1.710 -0.435  -0.123
C: 5.563 -1.409 0.203  -0.171
C: 6.000 -0.149 -0.074  -0.420
S: 4.905 0.677 -1.097  1.045
C: 2.851 -1.739 -3.166  -0.498
C: 3.850 -1.819 -4.086  -0.149
C: 3.737 -2.966 -4.929  -0.183
C: 2.658 -3.733 -4.618  -0.418
S: 1.774 -3.075 -3.304  1.055
H: 2.102 1.899 -0.901  0.082
H: 1.502 3.920 -2.482  0.100
H: 1.577 3.200 -5.011  0.068
H: 3.813 -2.656 -0.337  0.114
H: 6.101 -2.105 0.835  0.103
H: 6.895 0.349 0.272  0.060
H: 4.648 -1.088 -4.158  0.117
H: 4.435 -3.199 -5.723  0.099
H: 2.340 -4.655 -5.084  0.061